Entry 1:
Here is C32H14BF5N10S2V as an isolated structure in a non-equilibrium geometry from the OMol25 dataset. Energies are from wB97M-V/def2-TZVPD.

Its energy above the lowest of the compared OMol25 structures with the same formula, charge and spin is 1.348 eV. The HOMO-LUMO gap (spin up / spin down) is 6.143 / 4.219 eV. The value obtained for the total energy is -4040.06723 hartree. Its largest force on an atom is 0.03029 hartree/bohr. The molar mass comes out at 759.41 g/mol. The value obtained for the HOMO energy (spin up / spin down) is -2.285 / -2.278 eV.

Structure (ORCA input):
```
! wB97M-V def2-TZVPD RIJCOSX def2/J DEFGRID3
* xyz -2 4
V 0.84797 -1.33354 0.48017
S 1.25235 2.43650 -2.30168
S 2.39851 0.26593 0.00178
F -3.03404 4.31054 0.90699
F 2.83959 -4.27747 -4.62485
F -1.75421 0.83813 -3.03760
F -0.81538 0.40661 -0.65476
F -3.90227 4.77547 -1.50768
N -5.01418 4.96419 -4.35943
N -3.08898 1.48305 -5.74054
N 1.87471 4.29584 4.60550
N 1.84723 -2.38765 1.84577
N -0.79941 -2.55278 0.48035
N -2.21733 3.31976 3.73106
N 1.43422 -3.56899 2.38289
N -0.17161 -0.10980 2.11674
N -0.92666 -3.62985 1.29575
N 0.67850 7.00788 1.73792
C -2.00242 -2.33304 -0.06418
C 1.75872 3.99660 3.49891
C 1.28131 -1.83493 -2.44970
C -1.93320 2.29844 0.28775
C -2.18554 -4.06869 1.25672
C 1.55558 -2.34374 -1.16811
C 2.41505 -3.64323 -3.49270
C -1.62177 1.47974 -0.82629
C 2.73166 -4.18883 -2.26990
C 1.08189 4.12982 -0.18070
C -3.16546 3.67423 -1.30877
C 2.29310 -3.53219 -1.12029
C 1.40253 2.81854 -0.63455
C 2.28461 -3.93880 3.34057
C -3.43295 3.02677 -3.69394
C -2.71294 3.43454 -0.05357
C -2.91213 2.81017 -2.40839
C 3.28956 -2.99333 3.44813
C 1.69382 -2.47541 -3.61434
C -0.78076 0.84514 1.89073
C 1.93065 2.32606 1.70823
C 1.61136 3.61709 2.11535
C -2.08969 1.70036 -2.07865
C -1.92135 2.76968 2.76251
C -1.54017 2.00738 1.61107
C 0.89055 5.90647 1.48289
C 1.18303 4.52615 1.13715
C 2.96919 -2.03870 2.49188
C -2.91984 -3.26990 0.39421
C 1.84958 1.91121 0.38725
C -4.29992 4.12420 -4.02280
C -3.19928 2.14817 -4.80574
B 0.27499 -4.47870 1.84225
H 0.75339 4.84804 -0.92021
H -2.14922 -1.52050 -0.75591
H -0.14248 -5.13287 2.77545
H 0.69931 -5.17873 0.94358
H 3.30857 -5.10481 -2.22202
H -3.96251 -3.35036 0.13623
H 4.12497 -2.99086 4.12718
H 2.53375 -3.98105 -0.16264
H 1.47931 -2.06787 -4.59519
H 2.25112 1.61380 2.45891
H 0.76678 -0.88317 -2.55564
H 3.46554 -1.12108 2.22850
H 2.11667 -4.85717 3.87955
H -2.47394 -4.92846 1.84088
*
```

Entry 2:
Here is a 10-piece molecular cluster, C36H79Cl2FN2O14P2S overall in a non-equilibrium geometry from the OMol25 dataset. Energies are from wB97M-V/def2-TZVPD.

Its energy above the lowest of the compared OMol25 structures with the same formula, charge and spin is 0.000 eV. The HOMO-LUMO gap is 8.133 eV. The value obtained for the total energy is -4682.94113 hartree. Its largest force on an atom is 0.02236 hartree/bohr. The molar mass comes out at 947.95 g/mol. The value obtained for the HOMO energy is -7.913 eV.

Structure (ORCA input):
```
! wB97M-V def2-TZVPD RIJCOSX def2/J DEFGRID3
* xyz 0 1
Cl -4.72496 -5.63049 -5.72788
Cl -2.95931 -3.01699 -6.89573
S 1.70286 4.22111 1.45174
P -1.42320 -6.67465 -3.70729
P -3.53472 -4.52068 -3.17087
F -0.68465 0.98092 -4.78409
O -0.51747 -7.06428 -5.03838
O -3.24091 1.53880 5.28811
O 0.32340 5.92701 9.76759
O -0.93558 -0.68815 4.91778
O -2.40950 3.12259 2.76918
O 5.70835 1.49740 5.97869
O -1.20761 -4.21122 -4.81043
O 4.79379 -4.38839 -1.96078
O -2.68662 -7.71384 -3.84294
O -2.43085 7.01599 4.79140
O 0.45623 4.59038 6.09711
O 1.17140 1.88135 2.61387
O 0.06094 -1.04543 -4.34340
O -3.74361 -0.36719 -1.67218
N 2.96007 2.86847 3.44691
N 2.75883 1.66454 4.10632
C 4.21808 -0.72869 -2.06366
C 0.78816 -2.92152 -0.74751
C -2.31442 8.41472 5.04074
C -2.79241 -4.23262 -1.49937
C 0.45988 3.50468 0.34401
C 1.72109 1.11055 3.58744
C 1.42918 5.55077 5.67657
C 5.28540 2.45125 6.94161
C -2.54689 -4.75219 -6.99710
C 2.47235 0.68663 -4.49739
C 2.56263 -1.34469 -0.29438
C 6.07457 -3.93233 -2.37237
C -1.42099 -0.75902 6.25723
C -2.30144 4.52265 3.03466
C 2.00291 2.95117 2.58196
C -0.55217 -3.33326 -3.91725
C 0.75254 3.34712 -2.19317
C 2.29986 -2.31875 -2.48802
C -2.42421 -5.50676 -0.74243
C -0.96314 5.34186 9.60515
C 1.51759 2.73863 -3.38207
C -1.10637 -4.98431 -7.46990
C -2.92423 -5.56792 -5.76466
C 0.46600 -4.00668 -3.00194
C 2.98958 -1.48144 -1.62249
C -3.51699 0.36916 -0.47157
C -3.56828 2.50860 6.28154
C 1.93429 1.27594 -3.20908
C 0.16820 -2.35747 -4.84925
C 1.46145 -2.07267 0.13138
C 1.18705 -3.05938 -2.07685
C 1.11476 2.74971 -0.83983
C -3.99431 -2.81581 -3.66359
C 1.47391 0.41615 -5.65036
C 0.08301 -0.04711 -5.29340
C -2.22385 -5.10551 -4.39850
H 5.08817 1.54284 5.24436
H 5.29649 3.46280 6.52470
H 1.42115 1.25283 -6.33823
H 1.89107 -0.40639 -6.23074
H -1.89219 2.66352 3.43717
H -4.89324 -2.83647 -4.26724
H -0.79824 0.24105 4.71896
H -0.68768 -0.35759 6.96208
H -1.20241 -2.68452 -3.33013
H 4.50747 -0.98186 -3.07840
H -2.97165 -6.36382 -1.12388
H -4.50910 2.25850 6.77704
H 5.04688 -1.01160 -1.41684
H -1.27487 8.74208 4.95852
H 2.43942 5.17253 5.84449
H 3.03780 -0.22599 -4.32893
H 0.93738 2.86404 -4.28899
H -1.36639 -5.74940 -0.78893
H 0.79305 5.82188 8.93575
H -1.10658 -5.81244 -8.17141
H -0.28237 -2.45546 -5.83643
H -2.68605 4.75198 4.02618
H -3.22722 -2.30829 -4.23699
H 1.21416 -4.48700 -3.63382
H -3.17985 -5.12083 -7.79323
H 2.41976 3.33497 -3.52849
H -2.88677 5.05981 2.29394
H 1.30319 0.15623 3.84212
H 4.09867 0.34186 -1.93601
H -0.31786 3.21653 -2.35238
H -3.61543 -3.76798 -0.96213
H -0.77127 -4.09020 -7.98088
H -1.59439 -1.80671 6.48702
H 0.59777 3.79656 5.57474
H 2.19277 2.78056 -0.70357
H -0.14471 2.81007 0.91073
H -4.20172 -2.31229 -2.72852
H 3.09091 -0.70226 0.39055
H -0.88279 -7.83425 -5.48793
H 1.08321 0.72604 -2.81958
H -2.36019 -0.21105 6.35316
H 1.29617 5.78530 4.61752
H 2.70427 1.26169 -2.43992
H -1.90461 6.55793 5.45408
H 4.27847 2.22356 7.30419
H 0.82382 1.70632 -0.78466
H -0.87297 4.27934 9.36568
H 2.61893 -2.42692 -3.51604
H -1.52050 5.84883 8.81242
H -2.50752 0.79117 -0.45827
H -3.64602 3.50729 5.84383
H -2.90729 8.93205 4.29138
H -0.45006 -5.24064 -6.65218
H 6.02637 -3.44922 -3.35356
H 6.72735 -4.79899 -2.44203
H 1.28376 6.45568 6.26272
H 0.02897 -4.78955 -2.39330
H -4.24025 1.17576 -0.35846
H -1.99922 -3.49381 -1.50840
H -1.25520 4.83580 2.96910
H 6.49729 -3.23170 -1.64622
H -1.49870 5.45306 10.54441
H 0.97727 4.41091 -2.14930
H 1.12156 -1.99059 1.15210
H -2.65369 -6.58941 -5.99260
H -2.40792 -8.55669 -3.47229
H -3.64367 0.24623 -2.40523
H -2.67376 -5.39095 0.30804
H -0.16184 4.31035 -0.02729
H -3.62141 -0.32045 0.36360
H -0.03822 -3.49086 -0.35626
H 3.19340 1.41028 -4.87864
H -0.42499 -0.34902 -6.21295
H 4.21161 -3.62257 -1.89927
H -2.76980 2.50767 7.02016
H -3.94399 1.54299 4.63230
H -2.69573 8.67000 6.03247
H 5.97917 2.40769 7.77787
H 1.21290 -2.64752 -4.97370
*
```

Entry 3:
Here is one molecule with the formula C3H3N3 in a non-equilibrium geometry from the OMol25 dataset. Energies are from wB97M-V/def2-TZVPD.

Its energy above the lowest of the compared OMol25 structures with the same formula, charge and spin is 2.853 eV. The HOMO-LUMO gap is 9.738 eV. The value obtained for the total energy is -280.27595 hartree. Its largest force on an atom is 0.15240 hartree/bohr. The molar mass comes out at 81.08 g/mol. The value obtained for the HOMO energy is -9.924 eV.

Structure (ORCA input):
```
! wB97M-V def2-TZVPD RIJCOSX def2/J DEFGRID3
* xyz 0 1
N 1.11611 -0.79728 0.13250
N -0.10499 -1.28561 0.09974
N -1.19250 0.73153 0.08629
C 0.04225 1.25010 0.01552
C 1.20885 0.49971 -0.21455
C -1.07895 -0.51890 -0.21340
H 0.05727 2.27313 0.46873
H 2.35640 0.77789 -0.12901
H -2.17683 -0.97703 -0.09477
*
```

Entry 4:
Here is a 2-piece molecular cluster, C4H13N3O overall from the OMol25 dataset. Energies are from wB97M-V/def2-TZVPD.

Its energy above the lowest of the compared OMol25 structures with the same formula, charge and spin is 5.849 eV. The HOMO-LUMO gap is 5.714 eV. The value obtained for the total energy is -399.53234 hartree. Its largest force on an atom is 0.01391 hartree/bohr. The molar mass comes out at 119.17 g/mol. The value obtained for the HOMO energy is -5.515 eV.

Structure (ORCA input):
```
! wB97M-V def2-TZVPD RIJCOSX def2/J DEFGRID3
* xyz 0 1
O -1.36674 -0.53985 -0.92045
N -2.70388 -0.19946 -1.37817
N 1.33755 -0.69258 -1.35510
N 0.96881 1.15816 -0.02994
C -1.33988 -0.50560 0.64074
C -1.68460 0.75880 1.24012
C 1.61254 0.01679 -0.25445
C 2.74570 -0.35247 0.64402
H -2.52711 0.37082 -2.20412
H 0.35574 -0.66713 -1.65798
H 0.77596 1.41831 0.94195
H -3.01267 0.47310 -0.65731
H 1.81089 -1.57272 -1.47523
H -1.99012 -1.31473 0.98321
H -1.37674 1.70329 0.80544
H 3.05785 -1.38444 0.49418
H 2.44132 -0.22678 1.68567
H -0.29877 -0.87399 0.74329
H 0.14250 1.30502 -0.60119
H 3.59931 0.30713 0.46623
H -2.54765 0.81832 1.88909
*
```

Entry 5:
Here is a 2-piece molecular cluster, C3H5NO2S overall in a non-equilibrium geometry from the OMol25 dataset. Energies are from wB97M-V/def2-TZVPD.

Its energy above the lowest of the compared OMol25 structures with the same formula, charge and spin is 4.737 eV. The HOMO-LUMO gap (spin up / spin down) is 6.028 / 6.010 eV. The value obtained for the total energy is -720.57241 hartree. Its largest force on an atom is 0.09207 hartree/bohr. The molar mass comes out at 119.14 g/mol. The value obtained for the HOMO energy (spin up / spin down) is -6.597 / -6.591 eV.

Structure (ORCA input):
```
! wB97M-V def2-TZVPD RIJCOSX def2/J DEFGRID3
* xyz 0 1
S 1.57730 -1.93722 -1.37640
O -1.15703 -0.52386 -0.19584
O 1.41523 -2.59558 1.20250
N -0.24810 2.07482 0.03571
C 0.91625 -1.91504 0.15967
C -0.14580 -1.11551 0.19527
C -1.41481 1.54201 -0.41917
H -2.17968 1.91770 0.12132
H -1.52081 1.37360 -1.53229
H -0.14986 2.28281 1.03857
H 0.57029 1.60265 -0.41793
H 2.33703 -2.70637 1.18860
*
```